[1]
{
  "formula": "C5H11NO",
  "method": "ωB97M-V/def2-TZVPD",
  "elements": ["C", "N", "C", "C", "C", "C", "H", "H", "H", "H", "H", "H", "H", "H", "H", "H", "H", "O"],
  "positions_angstrom": [[-0.29, -2.04, -0.89], [2.43, 0.59, -1.49], [1.44, -0.19, -0.79], [0.57, -0.97, -1.51], [1.68, 1.11, 1.43], [1.41, -0.03, 0.62], [0.26, -2.79, -0.30], [-0.99, -1.66, -0.13], [-0.82, -2.49, -1.71], [2.82, 0.07, -2.26], [3.20, 0.74, -0.86], [0.91, -1.17, -2.53], [2.51, 1.79, 1.29], [0.95, 1.40, 2.19], [0.97, -0.87, 1.16], [-5.21, 2.78, 1.96], [-5.87, 1.46, 2.16], [-5.97, 2.27, 1.65]],
  "spin_multiplicity": 2,
  "de_lowest_kcal_mol": 41.6,
  "homo_lumo_gap_ha": [0.1180, 0.1885],
  "charge": -1,
  "energy_ev": -8898.35826,
  "lumo_energy_ev": [2.98, 2.98],
  "homo_energy_ev": [-0.2, -2.2]
}

***

[2]
{
  "formula": "C4H6O3Pd",
  "method": "ωB97M-V/def2-TZVPD",
  "elements": ["O", "C", "O", "C", "H", "C", "H", "H", "H", "Pd", "O", "C", "H", "H"],
  "positions_angstrom": [[0.28, 1.61, -0.20], [-0.75, 1.22, -1.01], [-1.67, 2.03, -1.13], [1.32, 0.57, -0.01], [2.27, 1.10, -0.22], [1.32, 0.17, 1.46], [1.33, 1.04, 2.15], [0.44, -0.44, 1.73], [2.22, -0.43, 1.68], [0.52, -0.51, -1.33], [-0.84, -1.06, -0.31], [-1.76, -1.73, -0.83], [-2.11, -1.46, -1.84], [-2.56, -2.09, -0.15]],
  "spin_multiplicity": 4,
  "de_lowest_kcal_mol": 0.0,
  "homo_lumo_gap_ha": [0.2056, 0.2758],
  "charge": -1,
  "energy_ev": -13861.65270,
  "lumo_energy_ev": [3.75, 3.48],
  "homo_energy_ev": [-1.8, -4.0]
}

***

[3]
{
  "formula": "C2H6FP",
  "method": "ωB97M-V/def2-TZVPD",
  "elements": ["C", "C", "F", "P", "H", "H", "H", "H", "H", "H"],
  "positions_angstrom": [[-0.90, -0.92, 0.73], [0.26, 0.03, 0.61], [0.19, 1.17, 1.28], [0.71, 0.50, -1.95], [-0.92, -1.04, 1.77], [-1.77, -0.43, 0.38], [-0.83, -1.76, 0.13], [1.29, -0.48, 0.68], [0.01, 1.77, -2.15], [1.96, 1.15, -1.48]],
  "spin_multiplicity": 1,
  "de_lowest_kcal_mol": 74.3,
  "homo_lumo_gap_ha": 0.3106,
  "charge": 0,
  "energy_ev": -14174.50338,
  "lumo_energy_ev": 0.16,
  "homo_energy_ev": -8.3
}

***

Look up the charge of the first one. -1

***

Copy entry 3 word for word.
{
  "formula": "C2H6FP",
  "method": "ωB97M-V/def2-TZVPD",
  "elements": ["C", "C", "F", "P", "H", "H", "H", "H", "H", "H"],
  "positions_angstrom": [[-0.90, -0.92, 0.73], [0.26, 0.03, 0.61], [0.19, 1.17, 1.28], [0.71, 0.50, -1.95], [-0.92, -1.04, 1.77], [-1.77, -0.43, 0.38], [-0.83, -1.76, 0.13], [1.29, -0.48, 0.68], [0.01, 1.77, -2.15], [1.96, 1.15, -1.48]],
  "spin_multiplicity": 1,
  "de_lowest_kcal_mol": 74.3,
  "homo_lumo_gap_ha": 0.3106,
  "charge": 0,
  "energy_ev": -14174.50338,
  "lumo_energy_ev": 0.16,
  "homo_energy_ev": -8.3
}